Entry 1:
Here is the molecule C6H14N4O2 from the OMol25 dataset. Energies are from ωB97M-V/def2-TZVPD.

The calculation puts the HOMO energy at -8.540 eV. The energy is -16503.1588 eV. For the LUMO energy, the calculation gives 0.6 eV. The calculation puts the molecular weight at 174.20 g/mol.

Geometry as XYZ:
```
26
Properties=species:S:1:pos:R:3:lowdin_charge:R:1
H -1.54054 -3.01552 -1.18208 0.05
N -1.47567 -2.85365 -2.20000 0.12
C -1.52669 -1.62536 -2.15832 -0.61
N -1.21338 -0.85446 -3.25022 0.13
N -1.76780 -0.94757 -0.93464 -0.05
C -1.77139 0.41195 -0.72069 -0.15
C -0.20502 0.63842 -0.21810 -0.18
C 0.19632 0.01150 1.00022 -0.20
C 1.64111 0.36757 1.37180 -0.29
N 2.25438 -0.55165 2.35202 0.08
C 1.62468 1.74562 1.99068 -0.59
O 1.13724 2.05945 3.02841 0.12
O 2.31478 2.52753 1.22044 0.11
H -1.02604 -1.43108 -4.02038 0.07
H -1.97739 -0.25989 -3.52495 0.09
H -2.12627 -1.59397 -0.24123 0.13
H -2.02260 0.78237 -1.73353 0.11
H -2.49709 0.55071 0.02938 0.10
H 0.39631 0.08359 -0.98223 0.13
H -0.03109 1.72065 -0.32180 0.11
H 0.07028 -1.05545 0.73878 0.13
H -0.36021 0.37678 1.84830 0.12
H 2.40601 0.44724 0.60846 0.14
H 3.19427 -0.31263 2.58175 0.07
H 1.70997 -0.66820 3.13998 0.05
H 2.59586 3.44608 1.57795 0.19
```

Entry 2:
Here is C4H5O3Rb as an isolated structure from the OMol25 dataset. Energies are from ωB97M-V/def2-TZVPD.

The calculation puts the HOMO energy at -16.150 eV. The energy is -11004.5359 eV. For the LUMO energy, the calculation gives -7.8 eV. The calculation puts the molecular weight at 186.55 g/mol. As for the total charge: +2.

Geometry as XYZ:
```
13
Properties=species:S:1:pos:R:3:lowdin_charge:R:1
O -0.56845 0.20013 0.61745 0.06
Rb 2.70772 -4.54782 0.03217 0.97
O 1.24949 -0.99263 0.06658 0.22
C 0.74733 0.05989 0.23454 -0.49
O 1.29506 1.28957 0.18376 0.02
C 2.59043 1.49435 -0.08600 0.26
C -1.72274 0.99885 -0.13600 0.17
C -1.72361 -0.45670 -0.04501 0.06
H 3.05917 0.48832 -0.17684 0.04
H -2.19703 1.59956 0.64112 0.17
H -1.34542 1.45759 -1.05247 0.16
H -2.65201 -0.52718 0.62671 0.20
H -1.43995 -1.06393 -0.90602 0.17
```

Entry 3:
Here is the molecule C19H22N4O2 from the OMol25 dataset. Energies are from ωB97M-V/def2-TZVPD.

The calculation puts the HOMO energy at -7.633 eV. The energy is -30114.2893 eV. For the LUMO energy, the calculation gives 0.5 eV. The calculation puts the molecular weight at 338.41 g/mol.

Geometry as XYZ:
```
47
Properties=species:S:1:pos:R:3:lowdin_charge:R:1
C 5.40813 0.94959 0.50471 -0.09
O 4.19954 1.65152 0.35333 -0.08
C 3.07372 0.96238 0.01921 -0.27
C 1.91217 1.71377 -0.13617 0.00
C 0.73221 1.09446 -0.47846 -0.02
C 0.64625 -0.28475 -0.68220 -0.08
C -0.62463 -0.87707 -1.05967 -0.14
N -0.85024 -2.21407 -1.05627 0.05
N -2.07053 -2.54501 -1.44647 0.05
C -2.67384 -1.40376 -1.71323 -0.14
C -1.82894 -0.30730 -1.48842 -0.17
C -2.23508 1.10902 -1.71740 -0.16
N -2.32246 1.89662 -0.48866 -0.24
C -2.74009 3.25046 -0.78498 -0.10
C -3.16872 1.26008 0.51489 -0.14
C -2.39835 0.22777 1.29174 -0.20
C -1.19416 0.56427 1.90007 -0.04
C -0.48358 -0.40953 2.57927 -0.06
C -1.01757 -1.68678 2.64162 -0.16
N -2.18124 -2.01047 2.10438 0.07
C -2.84929 -1.07869 1.45048 -0.12
C 1.82424 -1.03907 -0.50794 -0.19
O 1.74547 -2.39484 -0.69404 -0.11
C 2.90831 -3.17983 -0.58921 -0.07
C 3.01654 -0.41388 -0.16447 0.04
H 5.35240 0.21867 1.31846 0.10
H 6.15640 1.70135 0.75097 0.09
H 5.69936 0.44286 -0.42146 0.10
H 1.95987 2.77936 0.01824 0.12
H -0.16404 1.68300 -0.56537 0.09
H -0.18918 -2.92259 -0.78292 0.15
H -3.68771 -1.39300 -2.06339 0.11
H -3.21064 1.09731 -2.23802 0.13
H -1.51159 1.60580 -2.37411 0.13
H -2.04169 3.68889 -1.49768 0.08
H -2.71696 3.84335 0.12869 0.08
H -3.75246 3.30349 -1.21544 0.09
H -3.50140 2.03440 1.21376 0.13
H -4.06528 0.80265 0.06591 0.13
H -0.82033 1.57409 1.82908 0.12
H 0.46127 -0.18002 3.04798 0.10
H -0.50110 -2.48947 3.15252 0.10
H -3.79145 -1.39793 1.02292 0.11
H 2.59247 -4.19838 -0.81154 0.10
H 3.32809 -3.14815 0.42136 0.10
H 3.66903 -2.87494 -1.31447 0.10
H 3.90711 -1.00565 -0.03763 0.09
```

Entry 4:
Here is a 3-piece molecular cluster, C13H8NO12S overall from the OMol25 dataset. Energies are from ωB97M-V/def2-TZVPD.

The calculation puts the HOMO energy at -5.935 eV. The energy is -50502.4717 eV. For the LUMO energy, the calculation gives 0.3 eV. The calculation puts the molecular weight at 402.27 g/mol. As for the total charge: -1.

Geometry as XYZ:
```
35
Properties=species:S:1:pos:R:3:lowdin_charge:R:1
O 3.69384 -1.51448 0.09615 -0.03
C 4.77914 -0.73845 0.37246 -0.07
N 5.46407 0.37570 0.87464 -0.06
S 5.36809 1.55580 -0.44429 0.65
O 3.86953 1.98877 -0.58078 -0.43
O 5.77492 0.81326 -1.75114 -0.45
O 6.42176 2.83397 -0.03145 -0.49
C -0.85196 -1.84136 2.41336 0.08
C -2.04782 -2.17720 1.92567 -0.22
C -2.18473 -2.83047 0.59445 -0.33
O -3.29530 -3.14467 0.18102 0.08
C -0.95993 -3.07117 -0.18433 0.06
C 0.23552 -2.73211 0.30206 -0.23
C 0.37438 -2.10423 1.64468 -0.31
O 1.48818 -1.82052 2.07259 0.12
O 1.39043 -2.95298 -0.42568 0.08
O -3.20513 -1.93087 2.64126 0.07
H -0.73775 -1.36802 3.38044 0.14
H -1.07523 -3.53032 -1.15779 0.14
H 2.12239 -2.62388 0.14038 0.06
H -3.93645 -2.26546 2.07778 0.11
C -2.27637 0.88687 -0.53955 0.09
C -3.01784 1.97966 -0.73128 -0.21
C -2.41423 3.24644 -1.22983 -0.32
O -3.12429 4.22868 -1.41430 0.09
C -0.96453 3.26742 -1.47984 0.07
C -0.22267 2.17554 -1.28474 -0.19
C -0.83101 0.90147 -0.81271 -0.27
O -0.12632 -0.09065 -0.66023 0.13
O 1.14076 2.18904 -1.51514 0.09
O -4.37652 1.97429 -0.47419 0.07
H -2.70249 -0.04117 -0.17971 0.13
H -0.53576 4.19955 -1.82486 0.14
H 1.45012 1.28137 -1.30319 0.11
H -4.68678 2.88016 -0.69190 0.11
```